#P
Below is a single C4H5NO2 molecule, with properties calculated with ωB97M-V with the def2-TZVPD basis set.

Values from the calculation:
M	99.1	g/mol
2S+1	1
SMILES	O=C[C@H]1CN=CO1

Structure (XYZ):
```
12
C4H5NO2 ωB97M-V with the def2-TZVPD basis set
O 2.710 -0.375 -0.778
C 1.538 -0.158 -0.939
C 0.599 0.115 0.200
C -0.616 1.026 0.084
N -1.629 0.241 0.809
C -1.281 -0.969 0.695
O -0.053 -1.250 0.207
H 1.018 -0.306 -1.905
H 1.135 0.306 1.143
H -0.951 1.136 -0.961
H -0.529 2.031 0.512
H -1.939 -1.799 0.934
```

Computed Löwdin charges, given in elementary charges: 0.09 -0.21 -0.21 -0.15 0.06 -0.24 -0.02 0.14 0.16 0.12 0.12 0.14

#Q
Below is 2 unconnected molecules or ions with the total composition C4H5NO2, with properties calculated with ωB97M-V with the def2-TZVPD basis set.

Values from the calculation:
M	99.1	g/mol
2S+1	1
SMILES	O=C=C=CO.C=N

Structure (XYZ):
```
12
C4H5NO2 ωB97M-V with the def2-TZVPD basis set
C 0.033 -0.964 1.463
C 0.531 0.167 1.746
C -0.670 -1.761 0.632
C 0.581 1.344 -1.042
N -0.629 0.999 -1.017
O -0.807 -1.703 -0.651
O 1.289 1.019 1.992
H -0.889 -2.759 1.020
H 0.989 2.417 -0.895
H 1.313 0.532 -0.985
H -0.355 -0.917 -1.072
H -1.387 1.626 -1.191
```

Computed Löwdin charges, given in elementary charges: -0.02 -0.30 -0.22 -0.11 0.04 0.05 0.11 0.12 0.11 0.07 0.09 0.06

Energies relative to the most stable structure are #P 0.0; #Q 207.8, reported in kJ/mol.

#P
Below is a molecular structure, C4H5NO2, with properties calculated with ωB97M-V with the def2-TZVPD basis set.

Values from the calculation:
M	99.1	g/mol
2S+1	1

Structure (XYZ):
```
12
C4H5NO2 ωB97M-V with the def2-TZVPD basis set
O -1.462 0.927 0.653
C -1.186 -0.348 0.317
C 0.254 -0.610 0.708
C 1.278 -0.615 -0.343
N 0.856 0.657 0.276
C -0.345 1.198 -0.410
O -0.871 0.314 -1.286
H -1.964 -1.110 0.457
H 0.449 -0.951 1.723
H 0.966 -0.805 -1.363
H 2.284 -0.916 -0.068
H -0.258 2.258 -0.663
```

Computed Löwdin charges, given in elementary charges: 0.01 -0.12 -0.20 -0.07 0.04 -0.32 -0.03 0.16 0.15 0.12 0.11 0.16

#Q
Below is a single C4H5NO2 molecule, with properties calculated with ωB97M-V with the def2-TZVPD basis set.

Values from the calculation:
M	99.1	g/mol
2S+1	1
SMILES	OCc1ccon1

Structure (XYZ):
```
12
C4H5NO2 ωB97M-V with the def2-TZVPD basis set
O -2.178 0.872 -0.027
C -1.426 -0.303 0.125
C -0.015 -0.154 -0.355
N 0.326 0.864 -1.082
O 1.634 1.114 -0.759
C 1.986 0.177 0.268
C 1.080 -0.823 0.291
H -1.944 1.264 -0.877
H -1.372 -0.490 1.209
H -1.880 -1.173 -0.348
H 2.726 0.533 0.981
H 1.061 -1.880 0.576
```

Computed Löwdin charges, given in elementary charges: -0.04 -0.22 -0.31 0.09 -0.06 -0.04 0.00 0.08 0.13 0.12 0.13 0.13

#R
Below is a single C4H5NO2 molecule, with properties calculated with ωB97M-V with the def2-TZVPD basis set.

Values from the calculation:
M	99.1	g/mol
2S+1	1
SMILES	[H]/N=C/[C@H]1O[C@H]1C=O

Structure (XYZ):
```
12
C4H5NO2 ωB97M-V with the def2-TZVPD basis set
O 0.721 -2.017 1.193
C 0.182 -0.962 1.021
N 0.126 -0.790 -1.440
C -0.638 0.147 -1.052
C 0.079 1.147 -0.168
O -0.334 1.343 1.170
C 0.753 0.442 0.924
H -0.347 -1.556 -1.911
H -0.923 -0.835 0.906
H -1.715 0.211 -1.235
H 0.491 2.031 -0.649
H 1.746 0.692 1.288
```

Computed Löwdin charges, given in elementary charges: 0.08 -0.26 0.13 -0.18 -0.24 0.00 -0.18 0.08 0.13 0.13 0.15 0.16

#S
Below is a single C4H5NO2 molecule, with properties calculated with ωB97M-V with the def2-TZVPD basis set.

Values from the calculation:
M	99.1	g/mol
2S+1	1
SMILES	O=CC(=O)N1CC1

Structure (XYZ):
```
12
C4H5NO2 ωB97M-V with the def2-TZVPD basis set
O -2.274 -0.348 -1.316
C -2.139 0.084 -0.202
C -0.811 0.533 0.385
O -0.811 1.054 1.484
N 0.321 0.413 -0.395
C 1.540 0.282 0.362
C 1.115 -0.794 -0.583
H -2.970 0.215 0.520
H 1.314 0.219 1.428
H 2.359 0.939 0.087
H 1.598 -0.842 -1.558
H 0.759 -1.755 -0.214
```

Computed Löwdin charges, given in elementary charges: 0.09 -0.15 -0.43 0.09 -0.01 -0.10 -0.07 0.13 0.11 0.11 0.11 0.12

Energies relative to the most stable structure are #P 216.6; #Q 138.5; #R 112.3; #S 0.0, reported in kJ/mol.

#P
Below is a single C4H5NO2 molecule, with properties calculated with ωB97M-V with the def2-TZVPD basis set.

Values from the calculation:
M	99.1	g/mol
2S+1	1
SMILES	CON=C=CC=O

Structure (XYZ):
```
12
C4H5NO2 ωB97M-V with the def2-TZVPD basis set
C -0.306 -2.086 -0.456
O -1.515 -1.367 -0.649
C -0.572 0.592 -0.205
N -1.592 -0.053 -0.376
O 0.205 1.967 2.111
C 0.809 2.092 1.068
C 0.477 1.377 -0.171
H 0.416 -1.564 0.174
H -0.687 -2.956 0.060
H 0.136 -2.369 -1.420
H 1.625 2.825 0.966
H 1.004 1.542 -1.101
```

Computed Löwdin charges, given in elementary charges: -0.06 -0.16 -0.08 0.10 0.04 -0.29 -0.04 0.09 0.09 0.10 0.11 0.11

#Q
Below is a single C4H5NO2 molecule, with properties calculated with ωB97M-V with the def2-TZVPD basis set.

Values from the calculation:
M	99.1	g/mol
2S+1	1
SMILES	Cc1coc(=O)[nH]1

Structure (XYZ):
```
12
C4H5NO2 ωB97M-V with the def2-TZVPD basis set
C 0.992 0.875 -1.158
C 0.184 0.093 -0.177
C 0.553 -1.017 0.479
O -0.564 -1.682 0.993
C -1.370 -0.634 1.244
O -1.960 -0.514 2.274
N -1.150 0.333 0.175
H 1.010 0.329 -2.108
H 0.622 1.885 -1.353
H 2.026 0.938 -0.813
H 1.476 -1.374 0.896
H -1.820 0.769 -0.452
```

Computed Löwdin charges, given in elementary charges: -0.02 -0.31 -0.06 0.07 -0.51 0.16 0.15 0.09 0.08 0.09 0.13 0.15

#R
Below is a single C4H5NO2 molecule, with properties calculated with ωB97M-V with the def2-TZVPD basis set.

Values from the calculation:
M	99.1	g/mol
2S+1	1
SMILES	O=C[C@H]1CN=CO1

Structure (XYZ):
```
12
C4H5NO2 ωB97M-V with the def2-TZVPD basis set
O -2.658 0.625 0.043
C -1.659 -0.037 0.154
C -0.426 0.139 -0.666
C 0.509 0.791 0.487
N 1.678 -0.070 0.503
C 1.438 -1.028 -0.281
O 0.261 -1.082 -0.955
H -1.430 -0.685 1.024
H -0.650 0.603 -1.642
H 0.756 1.841 0.333
H 0.060 0.741 1.503
H 2.121 -1.838 -0.504
```

Computed Löwdin charges, given in elementary charges: 0.08 -0.25 -0.21 -0.13 0.07 -0.22 -0.02 0.14 0.17 0.12 0.12 0.14

#S
Below is a molecular structure, C4H5NO2, with properties calculated with ωB97M-V with the def2-TZVPD basis set.

Values from the calculation:
M	99.1	g/mol
2S+1	1

Structure (XYZ):
```
12
C4H5NO2 ωB97M-V with the def2-TZVPD basis set
O -0.701 1.215 2.014
C -1.160 0.537 1.140
C 0.094 -0.666 0.606
C 0.884 -1.310 -0.576
N 0.820 0.119 -0.365
C 0.064 1.046 -0.991
O -0.945 1.526 -0.474
H -2.234 0.400 0.941
H 0.651 -0.826 1.526
H 0.468 -1.770 -1.471
H 1.907 -1.666 -0.369
H 0.406 1.441 -1.943
```

Computed Löwdin charges, given in elementary charges: 0.03 -0.26 -0.07 -0.05 -0.06 -0.23 0.05 0.12 0.11 0.10 0.11 0.14

Energies relative to the most stable structure are #P 293.0; #Q 0.0; #R 18.7; #S 265.5, reported in kJ/mol.

#P
Below is a single C4H5NO2 molecule, with properties calculated with ωB97M-V with the def2-TZVPD basis set.

Values from the calculation:
M	99.1	g/mol
2S+1	1

Structure (XYZ):
```
12
C4H5NO2 ωB97M-V with the def2-TZVPD basis set
O -1.302 2.286 -0.234
C -0.537 1.376 -0.075
C -0.919 -0.010 0.391
C -0.040 -1.030 -0.318
N 1.360 -0.586 -0.157
C 1.786 0.683 -0.133
O 0.800 1.601 -0.301
H -0.752 -0.082 1.473
H -1.985 -0.151 0.199
H -0.273 -1.067 -1.392
H -0.177 -2.042 0.070
H 2.038 -0.976 0.476
```

Computed Löwdin charges, given in elementary charges: 0.14 -0.46 -0.08 -0.15 -0.02 -0.08 0.01 0.14 0.13 0.13 0.12 0.11

#Q
Below is a single C4H5NO2 molecule, with properties calculated with ωB97M-V with the def2-TZVPD basis set.

Values from the calculation:
M	99.1	g/mol
2S+1	1
SMILES	C=CC(=C)[N+](=O)[O-]

Structure (XYZ):
```
12
C4H5NO2 ωB97M-V with the def2-TZVPD basis set
C 0.297 1.397 1.392
C 1.025 -1.476 0.154
C -0.397 0.994 0.314
C -0.208 -0.200 -0.404
N -0.915 -0.547 -1.557
O -0.690 -1.611 -2.104
O -1.734 0.271 -1.953
H 0.073 2.327 1.881
H 1.103 0.813 1.806
H 1.063 -2.324 -0.491
H 1.573 -1.268 1.041
H -1.189 1.624 -0.081
```

Computed Löwdin charges, given in elementary charges: 0.06 0.22 -0.15 -0.06 -0.42 0.06 0.06 0.06 0.05 0.01 0.00 0.11

#R
Below is a single C4H5NO2 molecule, with properties calculated with ωB97M-V with the def2-TZVPD basis set.

Values from the calculation:
M	99.1	g/mol
2S+1	1

Structure (XYZ):
```
12
C4H5NO2 ωB97M-V with the def2-TZVPD basis set
O -2.223 1.163 1.062
C -1.627 1.405 0.055
C -0.454 0.671 -0.583
O 0.033 1.174 -1.568
N 0.051 -0.468 0.085
C 1.483 -0.716 -0.114
C -0.781 -1.187 0.848
H -1.786 2.297 -0.572
H 1.931 -0.688 0.882
H 1.870 0.057 -0.782
H 1.652 -1.695 -0.571
H -0.150 -2.013 1.258
```

Computed Löwdin charges, given in elementary charges: 0.09 -0.18 -0.38 0.12 -0.19 -0.03 0.13 0.13 0.10 0.08 0.10 0.03

Energies relative to the most stable structure are #P 0.0; #Q 532.2; #R 151.3, reported in kJ/mol.

#P
Below is a single C4H5NO2 molecule, with properties calculated with ωB97M-V with the def2-TZVPD basis set.

Values from the calculation:
M	99.1	g/mol
2S+1	1
SMILES	C=N/C=C\OC=O

Structure (XYZ):
```
12
C4H5NO2 ωB97M-V with the def2-TZVPD basis set
O 0.840 -1.731 -0.419
C 1.422 -0.511 -0.289
C 0.841 0.597 0.174
C -1.111 1.725 0.538
N -0.520 0.604 0.501
C -0.527 -1.930 -0.425
O -1.247 -1.653 -1.329
H 2.468 -0.543 -0.572
H 1.433 1.508 0.263
H -2.180 1.750 0.739
H -0.606 2.682 0.350
H -0.812 -2.498 0.468
```

Computed Löwdin charges, given in elementary charges: 0.00 -0.12 -0.16 -0.03 -0.02 -0.32 0.11 0.12 0.11 0.07 0.08 0.14

#Q
Below is a single C4H5NO2 molecule, with properties calculated with ωB97M-V with the def2-TZVPD basis set.

Values from the calculation:
M	99.1	g/mol
2S+1	1
SMILES	Cc1oncc1O

Structure (XYZ):
```
12
C4H5NO2 ωB97M-V with the def2-TZVPD basis set
C -1.369 -0.957 -0.652
C -0.059 -0.164 -0.453
C 1.538 1.231 0.210
C 0.603 0.275 0.704
H -1.519 -1.643 0.277
H -2.144 -0.226 -0.969
H -1.230 -1.668 -1.585
H 2.199 1.873 0.834
H -0.389 -0.501 2.210
N 1.460 1.267 -1.102
O 0.433 0.530 -1.497
O 0.479 -0.016 2.024
```

Computed Löwdin charges, given in elementary charges: -0.02 -0.26 -0.06 -0.29 0.10 0.08 0.11 0.14 0.14 0.03 -0.02 0.04

Energies relative to the most stable structure are #P 0.0; #Q 48.3, reported in kJ/mol.

#P
Below is a single C4H5NO2 molecule, with properties calculated with ωB97M-V with the def2-TZVPD basis set.

Values from the calculation:
M	99.1	g/mol
2S+1	1

Structure (XYZ):
```
12
C4H5NO2 ωB97M-V with the def2-TZVPD basis set
N -1.999 -0.498 -0.169
C -0.752 -0.049 -0.029
C 0.522 -0.794 -0.139
C 1.584 0.318 0.070
O 2.771 -0.016 0.140
C 0.864 1.485 0.244
O -0.561 1.199 0.162
H -2.779 0.137 -0.078
H -2.181 -1.485 -0.251
H 0.624 -1.331 -1.086
H 0.829 -1.476 0.664
H 1.078 2.512 0.473
```

Computed Löwdin charges, given in elementary charges: 0.22 -0.34 0.00 -0.52 -0.04 -0.02 0.07 0.13 0.13 0.14 0.15 0.10

#Q
Below is a molecular structure, C4H5NO2, with properties calculated with ωB97M-V with the def2-TZVPD basis set.

Values from the calculation:
M	99.1	g/mol
2S+1	1

Structure (XYZ):
```
12
C4H5NO2 ωB97M-V with the def2-TZVPD basis set
O -2.654 0.933 -0.082
C -1.804 0.089 0.032
C -0.444 0.199 -0.620
C 0.599 0.983 0.196
N 1.751 0.461 0.196
C 1.308 -0.899 0.129
O 0.195 -1.057 -0.741
H -1.931 -0.822 0.654
H -0.539 0.700 -1.598
H 0.451 1.872 0.774
H 0.901 -1.064 1.159
H 2.148 -1.550 -0.008
```

Computed Löwdin charges, given in elementary charges: 0.08 -0.20 -0.26 -0.10 0.11 -0.26 -0.06 0.14 0.17 0.12 0.13 0.12

#R
Below is a single C4H5NO2 molecule, with properties calculated with ωB97M-V with the def2-TZVPD basis set.

Values from the calculation:
M	99.1	g/mol
2S+1	1
SMILES	O[C@@H]1[C@@H]2C=NO[C@H]12

Structure (XYZ):
```
12
C4H5NO2 ωB97M-V with the def2-TZVPD basis set
C 1.089 0.101 -0.061
C 0.061 1.054 -0.362
C -1.271 -0.627 0.532
C -0.052 0.289 0.788
H 1.456 -1.809 -0.602
H 2.156 0.402 0.192
H 0.246 2.104 -0.395
H -1.397 -1.687 0.886
H -0.325 0.769 1.706
N -1.669 -0.412 -0.643
O 0.729 -0.928 -0.972
O -1.022 0.744 -1.068
```

Computed Löwdin charges, given in elementary charges: -0.26 -0.34 -0.07 -0.19 0.26 0.18 0.17 0.14 0.14 0.10 -0.09 -0.04

Energies relative to the most stable structure are #P 0.0; #Q 52.6; #R 408.4, reported in kJ/mol.